(w)
Entry from OMol25: a gas-phase ion, C3H6NO2 (charge -1) (ωB97M-V/def2-TZVPD).

Element x y z (Å)
C (-0.033, 0.589, 1.257)
C (0.055, -0.356, 0.087)
N (1.326, -0.357, -0.590)
C (-1.082, -0.041, -0.984)
O (-2.099, 0.552, -0.569)
O (-0.800, -0.322, -2.171)
H (0.737, 0.528, 2.036)
H (0.203, 1.584, 0.921)
H (-1.015, 0.528, 1.714)
H (-0.330, -1.337, 0.413)
H (1.859, -1.213, -0.542)
H (1.179, -0.155, -1.571)

The value obtained for the LUMO energy is 4.484 eV. The SMILES is C[C@H](N)C(=O)[O-]. Its net charge is -1. For the HOMO energy, the calculation gives -3.9 eV. The HOMO-LUMO gap comes out at 8.34 eV. Its spin multiplicity is 1.

---

(x)
Entry from OMol25: a gas-phase ion, C3H6NO2 (charge -1) (ωB97M-V/def2-TZVPD).

Element x y z (Å)
C (0.460, -1.219, 0.129)
C (-0.413, -0.029, -0.207)
N (0.214, 0.659, -1.329)
C (-0.606, 0.877, 1.056)
O (-1.112, 0.282, 2.041)
O (-0.185, 2.044, 0.999)
H (1.352, -0.858, 0.653)
H (0.023, -1.963, 0.792)
H (0.718, -1.757, -0.789)
H (-1.409, -0.343, -0.527)
H (-0.234, 1.499, -1.681)
H (1.191, 0.808, -1.138)

The value obtained for the LUMO energy is 4.474 eV. The SMILES is C[C@H](N)C(=O)[O-]. Its net charge is -1. For the HOMO energy, the calculation gives -3.5 eV. The HOMO-LUMO gap comes out at 7.99 eV. Its spin multiplicity is 1.

---

Energy relative to the most stable one, in kJ/mol: (w) 9.8; (x) 0.0